A.
ORCA calculation (ωB97M-V/def2-TZVPD) on a single C22H30N4O molecule.

Last column: Mulliken charge in e.
CARTESIAN COORDINATES (ANGSTROEM)
O (2.44, -0.41, 1.24)  -0.686
N (0.27, 1.39, -0.10)  0.971
N (-0.11, 2.62, -0.43)  -1.006
N (-3.21, 0.66, 0.76)  0.299
N (1.78, -0.34, -0.93)  0.121
C (0.55, 2.95, -1.52)  -0.618
C (-2.55, 1.90, 1.12)  -0.841
C (-4.54, 0.89, 0.21)  -0.949
C (5.96, 1.37, -0.08)  -0.786
C (1.19, 0.92, -0.98)  0.334
C (-2.39, -0.11, -0.15)  -0.747
C (-6.68, -2.00, -1.29)  -1.262
C (-1.11, -0.53, 0.56)  -0.817
C (6.20, -1.32, 0.52)  -0.292
C (1.39, 1.91, -1.93)  -0.636
C (6.99, -0.39, 1.18)  -0.634
C (-5.85, -0.78, -1.05)  -0.011
C (-5.44, -1.14, 1.40)  -1.590
C (3.15, -2.19, -0.22)  -0.998
C (-0.31, 0.69, 1.03)  -0.319
C (5.17, 0.44, -0.73)  0.016
C (5.28, -0.91, -0.44)  0.605
C (2.44, -0.89, 0.13)  0.475
C (-1.23, 1.61, 1.83)  -1.205
C (-5.32, -0.40, 0.10)  0.633
C (4.38, -1.92, -1.10)  -1.218
C (6.87, 0.95, 0.88)  -0.396
H (-0.50, -1.16, -0.10)  0.359
H (-2.13, 0.48, -1.05)  0.215
H (-2.35, 2.52, 0.23)  0.410
H (5.87, 2.42, -0.31)  0.377
H (2.05, 1.88, -2.77)  0.452
H (6.29, -2.37, 0.76)  0.395
H (-6.37, -0.87, 1.91)  0.294
H (-4.50, 1.40, -0.77)  0.322
H (2.46, -2.87, -0.73)  0.349
H (4.92, -2.86, -1.26)  0.435
H (7.49, 1.68, 1.39)  0.384
H (-5.69, -0.17, -1.93)  0.329
H (-4.60, -0.87, 2.04)  0.375
H (-1.37, -1.12, 1.44)  0.499
H (-0.72, 2.55, 2.03)  0.494
H (3.47, -2.65, 0.72)  0.444
H (-7.66, -1.71, -1.68)  0.307
H (0.41, 3.91, -1.98)  0.456
H (4.47, 0.78, -1.48)  0.306
H (1.97, -0.74, -1.84)  0.361
H (-3.20, 2.45, 1.80)  0.455
H (-5.43, -2.22, 1.25)  0.399
H (-5.07, 1.56, 0.91)  0.409
H (-6.83, -2.58, -0.39)  0.344
H (-2.95, -0.99, -0.47)  0.518
H (-1.44, 1.11, 2.78)  0.414
H (4.07, -1.54, -2.08)  0.458
H (-6.21, -2.63, -2.04)  0.298
H (7.70, -0.72, 1.92)  0.374
H (0.52, 0.36, 1.66)  0.325

Output
SMILES string: C/C=C(\C)CN1CCC(n2nccc2NC(=O)CCc2ccccc2)CC1
Net charge: 0
E_LUMO (eV): 0.6

***

B.
ORCA calculation (ωB97M-V/def2-TZVPD) on a molecular structure, C22H30N4O.

Last column: Mulliken charge in e.
CARTESIAN COORDINATES (ANGSTROEM)
O (1.39, -1.14, 2.51)  -0.713
N (2.04, -1.46, 0.36)  0.089
N (-0.22, -1.39, -0.44)  1.577
N (-2.52, 2.05, 0.80)  0.151
N (-1.06, -1.97, -0.96)  -1.574
C (-4.83, -0.50, 1.05)  -2.091
C (4.38, 0.77, -0.95)  0.143
C (-1.54, -0.24, 1.46)  -0.799
C (3.61, 0.92, 0.15)  0.332
C (-1.92, 1.05, 1.94)  -1.755
C (0.78, -3.40, -0.94)  -1.283
C (2.49, 1.91, -0.24)  -0.184
C (-4.25, 0.67, 0.07)  1.806
C (-4.86, -0.90, -1.78)  -1.618
C (3.92, 0.88, -2.11)  -0.748
C (-0.65, -3.25, -1.24)  -0.478
C (-0.48, 0.02, 0.27)  0.954
C (-1.22, 0.98, -0.84)  0.198
C (0.90, -2.07, -0.21)  0.232
C (2.34, -1.08, 1.57)  0.577
C (2.95, 1.69, -2.40)  -0.199
C (-4.31, 0.36, -1.22)  -0.902
C (3.77, -0.61, 1.58)  -0.771
C (-1.58, 2.08, -0.28)  -1.606
C (4.04, 0.75, 1.56)  -0.826
C (2.19, 2.36, -1.47)  -0.786
C (-3.92, 1.91, 0.54)  -1.514
H (1.41, -4.01, -1.29)  0.564
H (1.32, 2.78, -1.63)  0.784
H (-4.17, -1.73, -1.80)  0.207
H (5.23, -0.02, -0.89)  0.210
H (-5.72, -1.33, -1.29)  0.415
H (3.32, 1.30, 2.53)  0.328
H (2.83, -1.54, -0.15)  0.307
H (-4.36, 2.12, 1.57)  0.292
H (4.62, 0.72, -3.00)  0.270
H (-4.52, -0.42, 1.93)  0.773
H (-0.56, 1.06, -1.77)  0.403
H (-5.04, -0.66, -2.72)  0.538
H (2.61, 1.91, -3.48)  0.255
H (-1.09, 1.78, 2.21)  0.320
H (4.56, -1.43, 1.38)  0.289
H (0.47, 0.47, 0.44)  -0.546
H (3.84, -0.86, 2.98)  0.300
H (1.98, 2.38, 0.73)  0.219
H (-6.03, -0.58, 1.13)  0.285
H (-0.80, -0.88, 2.27)  0.122
H (-0.85, 2.76, 0.09)  0.444
H (-2.42, 1.03, 2.73)  0.803
H (-1.22, -3.89, -1.72)  0.604
H (-4.62, -1.58, 0.96)  0.421
H (-2.23, -0.89, 1.16)  0.933
H (-1.99, 0.05, -1.36)  0.047
H (-4.09, 1.08, -1.79)  0.900
H (-2.11, 2.76, -1.08)  0.303
H (-3.98, 2.76, -0.12)  0.585
H (4.98, 1.03, 1.79)  0.415

Output
Net charge: 0
E_LUMO (eV): 0.3

***

Most stable: A. Least stable: B.

***

A.
ORCA calculation (ωB97M-V/def2-TZVPD) on 2 unconnected molecules or ions with the total composition C3H6.

Last column: Mulliken charge in e.
CARTESIAN COORDINATES (ANGSTROEM)
C (-0.32, -0.26, 0.05)  0.215
C (-0.86, 0.34, 1.07)  -0.762
C (0.81, 0.03, -0.78)  -1.045
H (-0.61, 1.39, 1.37)  0.214
H (-0.74, -2.01, -0.43)  0.097
H (1.47, -0.70, -0.93)  0.385
H (-1.64, 0.04, 1.78)  0.248
H (0.56, 0.34, -1.78)  0.281
H (1.35, 0.82, -0.35)  0.368

Output
Net charge: 0
E_LUMO (eV): 0.5

***

B.
ORCA calculation (ωB97M-V/def2-TZVPD) on 2 unconnected molecules or ions with the total composition C3H6.

Last column: Mulliken charge in e.
CARTESIAN COORDINATES (ANGSTROEM)
C (-0.83, 0.34, -1.16)  -0.624
C (1.00, -0.08, 0.68)  -0.666
C (-0.26, -0.01, -0.06)  0.027
H (1.00, 0.79, 1.20)  0.270
H (-0.32, 0.88, -2.07)  0.195
H (1.00, -0.80, 1.50)  0.273
H (-1.82, 0.16, -1.39)  0.267
H (-1.59, -1.25, 1.43)  -0.008
H (1.82, -0.03, -0.13)  0.267

Output
Net charge: 0
E_LUMO (alpha / beta) (eV): -0.2 / 0.2

***

Most stable: A. Least stable: B.

***

A.
ORCA calculation (ωB97M-V/def2-TZVPD) on 2 unconnected molecules or ions with the total composition C8H12N4.

Last column: Mulliken charge in e.
CARTESIAN COORDINATES (ANGSTROEM)
N (-0.14, -0.28, -1.25)  -0.204
N (2.48, 0.78, 1.78)  -0.062
N (-0.96, 1.15, -2.73)  -0.109
N (1.17, 1.32, 3.44)  -0.693
C (-0.23, 0.99, -1.57)  -0.433
C (-1.30, -0.11, -3.13)  -0.476
C (-0.84, -1.00, -2.22)  0.369
C (2.35, 1.51, 2.93)  -0.252
C (-0.96, 0.14, 2.54)  -1.092
C (0.46, 0.46, 2.64)  0.611
C (1.31, 0.14, 1.58)  -0.502
C (-1.09, -2.46, -1.98)  -1.087
H (-1.57, 0.12, 3.45)  0.358
H (-1.05, 1.87, -3.44)  0.266
H (3.27, 0.72, 1.16)  0.185
H (-1.47, 0.84, 1.87)  0.200
H (-0.28, -2.94, -2.55)  0.261
H (1.22, -0.48, 0.70)  0.584
H (3.03, 2.27, 3.27)  0.397
H (0.46, 1.72, -1.19)  0.422
H (-1.68, -0.35, -4.11)  0.361
H (-1.11, -0.87, 2.14)  0.298
H (-2.08, -2.71, -2.34)  0.314
H (-0.98, -2.83, -0.97)  0.284

Output
SMILES string: Cc1c[nH]cn1.Cc1c[nH]cn1
Net charge: 0
E_LUMO (eV): 0.7

***

B.
ORCA calculation (ωB97M-V/def2-TZVPD) on a single C8H12N4 molecule.

Last column: Mulliken charge in e.
CARTESIAN COORDINATES (ANGSTROEM)
N (2.88, 0.70, 2.05)  -0.594
N (-0.55, 0.93, 2.16)  -0.440
N (0.00, -1.50, 0.74)  -0.473
N (-1.88, 0.26, -1.51)  -0.582
C (-1.06, -1.42, 1.79)  -0.667
C (-0.72, -0.37, 2.83)  -0.567
C (0.20, -0.24, 0.03)  1.188
C (1.80, 0.92, 1.63)  -0.136
C (1.41, -0.55, -0.87)  -1.859
C (0.44, 0.99, 1.04)  1.374
C (-0.97, 0.00, -0.85)  -0.057
C (0.31, 2.38, 0.40)  -1.815
H (-0.32, 1.65, 2.84)  0.332
H (1.16, -1.34, -1.58)  0.439
H (-1.46, -0.35, 3.62)  0.427
H (2.24, -0.92, -0.29)  0.489
H (0.86, -1.80, 1.21)  0.345
H (1.72, 0.31, -1.45)  0.358
H (-0.71, 2.56, 0.03)  0.446
H (-1.23, -2.39, 2.27)  0.418
H (-2.06, -1.15, 1.35)  0.295
H (1.01, 2.44, -0.44)  0.332
H (0.29, -0.66, 3.24)  0.300
H (0.54, 3.18, 1.12)  0.446

Output
SMILES string: C[C@@]1(C#N)NCCN[C@@]1(C)C#N
Net charge: 0
E_LUMO (eV): 0.8

***

C.
ORCA calculation (ωB97M-V/def2-TZVPD) on a molecular structure, C8H12N4.

Last column: Mulliken charge in e.
CARTESIAN COORDINATES (ANGSTROEM)
N (-1.95, 0.89, -1.54)  -0.366
N (3.59, -0.98, 1.56)  -0.479
N (0.19, -2.60, 2.90)  -0.497
N (0.82, 1.28, 1.43)  -0.712
C (-2.65, -0.04, -1.44)  0.415
C (0.17, -1.80, 2.05)  0.159
C (0.23, -0.86, 0.94)  -0.399
C (3.29, 0.04, 1.02)  0.564
C (0.43, 1.27, 0.32)  0.520
C (2.93, 1.28, 0.31)  -0.604
C (-0.14, 1.17, -1.05)  -0.495
C (-3.59, -1.23, -1.26)  -0.940
H (3.79, 1.86, -0.01)  0.416
H (2.41, 1.90, 1.04)  0.327
H (1.22, -0.67, 0.53)  0.141
H (-0.26, -0.01, 1.42)  0.360
H (-0.80, 0.30, -1.10)  -0.163
H (-0.52, -1.22, 0.23)  0.161
H (0.63, 0.95, -1.79)  0.385
H (-4.34, -1.21, -2.05)  0.324
H (-0.64, 2.12, -1.24)  0.325
H (2.31, 1.06, -0.56)  -0.050
H (-3.05, -2.16, -1.46)  0.313
H (-4.03, -1.30, -0.26)  0.297

Output
Net charge: 0
E_LUMO (eV): 0.1

***

Most stable: A. Least stable: C.

***

A.
ORCA calculation (ωB97M-V/def2-TZVPD) on a single CH4O3S molecule.

Last column: Mulliken charge in e.
CARTESIAN COORDINATES (ANGSTROEM)
S (0.94, 0.48, 1.70)  -0.253
O (-1.20, -0.45, 0.30)  -0.409
O (0.80, -1.19, -0.54)  -0.516
O (-0.17, 0.86, -1.10)  -0.463
C (-0.01, -0.06, -0.14)  0.586
H (-1.84, -0.13, -0.33)  0.283
H (0.36, 1.66, 1.68)  0.114
H (0.59, -1.86, 0.17)  0.336
H (0.54, 0.70, -1.73)  0.323

Output
SMILES string: OC(O)(O)S
Net charge: 0
E_LUMO (eV): 0.4

***

B.
ORCA calculation (ωB97M-V/def2-TZVPD) on 2 unconnected molecules or ions with the total composition CH4O3S.

Last column: Mulliken charge in e.
CARTESIAN COORDINATES (ANGSTROEM)
S (-1.43, -1.46, -0.81)  -0.288
O (1.78, -0.88, 0.75)  -0.642
O (0.15, 0.73, -0.80)  -0.473
O (-1.99, 0.98, -0.25)  -0.414
C (-1.01, 0.12, -0.65)  0.437
H (-1.70, 1.70, 0.19)  0.291
H (0.96, 0.04, -0.79)  0.447
H (1.04, -1.06, 1.26)  0.315
H (2.20, -0.16, 1.11)  0.326

Output
SMILES string: OC(O)=S.O
Net charge: 0
E_LUMO (eV): 0.3

***

Most stable: B. Least stable: A.

***

A.
ORCA calculation (ωB97M-V/def2-TZVPD) on a single CHNO3S molecule.

Last column: Mulliken charge in e.
CARTESIAN COORDINATES (ANGSTROEM)
S (-0.53, -0.49, 1.00)  1.183
O (-0.51, -1.44, -0.02)  -0.480
O (0.26, -0.71, 2.14)  -0.459
O (-1.56, 0.56, 0.95)  -0.498
N (0.43, 0.72, -0.30)  -0.256
C (0.76, 0.70, -1.41)  0.149
H (1.15, 0.66, -2.35)  0.361

Output
Net charge: 0
E_LUMO (eV): -0.3

***

B.
ORCA calculation (ωB97M-V/def2-TZVPD) on a molecular structure, CHNO3S.

Last column: Mulliken charge in e.
CARTESIAN COORDINATES (ANGSTROEM)
S (-2.02, 0.28, -0.07)  0.753
O (-1.64, 1.03, -1.23)  -0.420
O (-1.43, 0.80, 1.13)  -0.426
O (-0.32, -1.26, -0.13)  -0.580
N (0.84, -0.88, -0.15)  0.359
C (1.81, -0.30, 0.17)  -0.048
H (2.76, 0.32, 0.28)  0.362

Output
Net charge: 0
E_LUMO (eV): -0.3

***

C.
ORCA calculation (ωB97M-V/def2-TZVPD) on 2 unconnected molecules or ions with the total composition CHNO3S.

Last column: Mulliken charge in e.
CARTESIAN COORDINATES (ANGSTROEM)
S (2.51, 0.69, 0.26)  0.730
O (1.82, 0.48, -0.98)  -0.370
O (-1.54, 1.11, -0.93)  -0.362
O (2.36, -0.40, 1.19)  -0.383
N (0.13, 1.99, 0.38)  -0.480
C (-0.71, 1.69, -0.38)  0.551
H (0.63, 2.83, 0.45)  0.314

Output
Net charge: 0
E_LUMO (eV): -1.1

***

Most stable: C. Least stable: B.

***

A.
ORCA calculation (ωB97M-V/def2-TZVPD) on a gas-phase ion, C9H14N5 (charge +1).

Last column: Mulliken charge in e.
CARTESIAN COORDINATES (ANGSTROEM)
N (1.00, -0.92, 1.78)  -0.369
N (-2.85, -0.08, -0.13)  0.520
N (2.22, -0.46, -0.17)  0.143
N (-3.69, 0.66, 0.62)  -0.756
N (-4.85, -0.80, -0.61)  -0.570
C (-0.78, 1.03, 0.13)  -0.593
C (-4.86, 0.16, 0.32)  -0.071
C (1.36, -0.17, 0.73)  -0.270
C (3.05, -1.60, -0.32)  -1.120
C (-1.43, -0.04, -0.15)  -0.091
C (2.35, 0.67, -1.06)  -0.720
C (1.66, 1.92, -0.47)  -0.750
C (-3.54, -0.96, -0.87)  0.089
C (0.71, 1.17, 0.51)  0.244
H (1.16, 2.41, -1.26)  0.344
H (-5.67, 0.40, 0.96)  0.386
H (1.87, 0.41, -2.06)  0.303
H (0.80, 1.76, 1.43)  0.471
H (0.93, -1.99, 1.81)  0.278
H (0.35, -0.39, 2.44)  0.328
H (-3.14, -1.84, -1.51)  0.286
H (-1.27, 2.00, 0.06)  0.435
H (3.69, -1.54, 0.59)  0.401
H (3.37, 0.72, -1.26)  0.594
H (3.65, -1.50, -1.14)  0.446
H (2.29, 2.57, 0.15)  0.348
H (2.56, -2.56, -0.44)  0.366
H (-0.97, -1.05, -0.10)  0.326

Output
SMILES string: C[N+]1=C(N)[C@H](/C=C/n2cncn2)CC1
Net charge: +1
E_LUMO (eV): -3.1

***

B.
ORCA calculation (ωB97M-V/def2-TZVPD) on a gas-phase ion, C9H14N5 (charge +1).

Last column: Mulliken charge in e.
CARTESIAN COORDINATES (ANGSTROEM)
N (-0.83, 2.19, -2.85)  -0.282
N (-1.62, -1.30, 1.23)  -0.140
N (-1.75, 1.85, -0.95)  0.475
N (-1.91, 2.38, -2.25)  -0.778
N (-2.85, 0.60, 0.67)  -0.212
C (2.01, -0.73, 0.78)  -1.396
C (0.08, 1.50, -2.17)  0.384
C (-0.22, -1.77, 1.26)  -0.919
C (-0.10, 0.44, 0.26)  -0.091
C (-0.50, 1.30, -0.89)  0.149
C (1.50, 1.22, -2.67)  -1.006
C (0.58, -0.88, 0.30)  0.744
C (-1.78, -0.11, 0.85)  0.158
C (-2.72, 1.95, 0.05)  -0.410
H (1.92, 2.06, -3.14)  0.425
H (2.12, -0.54, 1.85)  0.375
H (-3.76, 0.40, 1.05)  0.273
H (2.38, -1.83, 0.69)  0.357
H (1.98, 0.93, -1.74)  0.059
H (1.31, 0.30, -3.25)  0.310
H (0.53, -1.47, -0.66)  0.329
H (-3.83, 2.17, -0.34)  0.331
H (-2.32, 2.70, 0.88)  0.282
H (-0.31, -2.86, 1.07)  0.343
H (0.10, -1.60, 2.29)  0.324
H (2.54, -0.07, 0.15)  0.399
H (-2.39, -1.94, 1.66)  0.328
H (0.17, 1.11, 1.18)  0.189

Output
SMILES string: Cc1nnn2c1[C@H]1C(=[NH+]C2)NC[C@@H]1C
Net charge: +1
E_LUMO (eV): -3.2

***

Most stable: A. Least stable: B.

***

A.
ORCA calculation (ωB97M-V/def2-TZVPD) on 2 unconnected molecules or ions with the total composition C3H5F.

Last column: Mulliken charge in e.
CARTESIAN COORDINATES (ANGSTROEM)
F (-0.85, 1.74, 0.48)  -0.249
C (1.43, -0.60, 0.37)  -0.335
C (-1.47, 0.59, -0.10)  -0.351
C (0.80, -0.46, -0.74)  -0.358
H (-1.42, -0.14, 0.67)  0.247
H (2.45, -0.91, 0.31)  0.287
H (0.89, -0.31, 1.33)  0.179
H (-2.33, 0.99, -0.65)  0.258
H (0.50, -0.90, -1.66)  0.322

Output
Net charge: 0
E_LUMO (alpha / beta) (eV): 0.5 / 0.7

***

B.
ORCA calculation (ωB97M-V/def2-TZVPD) on a single C3H5F molecule.

Last column: Mulliken charge in e.
CARTESIAN COORDINATES (ANGSTROEM)
F (-1.95, -0.24, -0.82)  -0.298
C (-0.80, 1.17, 0.79)  -0.779
C (-0.82, 0.07, 0.08)  0.680
C (0.16, -1.01, 0.12)  -1.119
H (0.02, -1.57, 1.04)  0.265
H (-1.37, 2.01, 0.57)  0.357
H (1.11, -0.54, 0.12)  0.327
H (0.11, -1.64, -0.71)  0.360
H (0.03, 1.18, 1.57)  0.207

Output
SMILES string: C=C(C)F
Net charge: 0
E_LUMO (eV): 1.0

***

Most stable: B. Least stable: A.

***

A.
ORCA calculation (ωB97M-V/def2-TZVPD) on 2 unconnected molecules or ions with the total composition C2H5ClN2.

Last column: Mulliken charge in e.
CARTESIAN COORDINATES (ANGSTROEM)
Cl (-2.51, -0.82, 0.58)  -0.423
N (1.52, 0.22, 0.11)  -0.513
N (-1.57, 1.02, 0.24)  -0.170
C (1.12, -0.96, 0.15)  -0.119
C (-0.78, 1.26, -0.63)  -0.064
H (2.43, 0.32, -0.35)  0.238
H (0.26, -1.51, 0.48)  0.236
H (-1.80, 1.42, 1.08)  0.281
H (1.74, -1.83, -0.15)  0.198
H (-0.43, 0.87, -1.52)  0.335

Output
Net charge: 0
E_LUMO (eV): -0.1

***

B.
ORCA calculation (ωB97M-V/def2-TZVPD) on a single C2H5ClN2 molecule.

Last column: Mulliken charge in e.
CARTESIAN COORDINATES (ANGSTROEM)
Cl (2.17, -0.06, -0.07)  -0.200
N (-2.29, -0.64, -0.16)  -0.373
N (-1.98, 0.62, 0.01)  -0.398
C (-0.71, 0.87, 0.03)  0.130
C (0.37, -0.33, 0.19)  -0.610
H (0.26, -0.72, 1.18)  0.332
H (0.18, -1.02, -0.59)  0.343
H (-3.31, -1.04, -0.24)  0.266
H (-0.32, 1.98, 0.07)  0.304
H (-1.81, -1.32, 0.55)  0.206

Output
SMILES string: N/N=C\CCl
Net charge: 0
E_LUMO (eV): 0.8

***

Most stable: B. Least stable: A.

***

A.
ORCA calculation (ωB97M-V/def2-TZVPD) on a single CH3NO2 molecule.

Last column: Mulliken charge in e.
CARTESIAN COORDINATES (ANGSTROEM)
O (0.98, 0.86, 0.03)  -0.088
O (1.65, -0.40, 0.11)  -0.145
N (-0.24, -1.03, -0.16)  -0.467
C (-0.34, 0.43, -0.17)  0.011
H (-1.02, 0.84, 0.59)  0.232
H (-0.69, 0.74, -1.17)  0.199
H (-0.34, -1.44, 0.77)  0.257

Output
Spin multiplicity: 3
Net charge: 0
E_LUMO (alpha / beta) (eV): 1.0 / -1.6
<S²>: 2.010

***

B.
ORCA calculation (ωB97M-V/def2-TZVPD) on a molecular structure, CH3NO2.

Last column: Mulliken charge in e.
CARTESIAN COORDINATES (ANGSTROEM)
O (-0.88, -0.63, 0.65)  -0.135
O (-1.58, 0.29, 1.30)  -0.212
N (0.40, 0.50, -0.04)  -0.345
C (0.86, -0.08, -1.00)  -0.251
H (1.44, 0.39, -1.72)  0.298
H (0.76, -1.10, -1.25)  0.265
H (-1.00, 0.62, 2.06)  0.381

Output
Spin multiplicity: 3
Net charge: 0
E_LUMO (alpha / beta) (eV): 1.1 / -1.8
<S²>: 2.012

***

Most stable: A. Least stable: B.